Formula: C6H12N3O
Source: OMol25
Level of theory: ωB97M-V with the def2-TZVPD basis set

Structure (XYZ):
```
22
Properties=species:S:1:pos:R:3:forces:R:3
C 1.3422 -0.8919 0.9099 -1.2 0.6 -1.5
C 0.3729 -0.0833 0.3083 0.2 0.9 1.9
C -1.8533 -0.8789 -0.5192 3.8 0.1 2.6
C 0.2157 -1.0797 -1.9593 -1.6 2.3 -3.8
C -0.7366 1.2290 -1.5898 -0.3 -0.9 2.2
C -0.5200 -0.1257 -0.9642 1.5 -3.0 0.4
N 0.1258 0.9556 1.2914 0.9 -0.9 0.4
N 0.8844 0.7187 2.2867 0.5 -1.2 -2.5
N 1.2073 1.3316 3.4399 -1.2 0.5 0.1
O 1.6841 -0.3565 2.1076 -0.2 -0.6 -0.1
H 1.8251 -1.8431 0.5919 -0.3 1.1 0.6
H -2.2383 -1.1824 -1.3909 -2.3 -0.8 -3.0
H -1.7187 -1.8180 0.1226 0.2 1.5 -0.8
H -2.3347 -0.1276 0.0184 -1.8 0.8 0.8
H -0.5185 -1.6724 -2.6407 1.2 1.2 1.2
H 0.9408 -0.5176 -2.6798 -1.4 -0.8 1.3
H 0.7994 -1.7647 -1.5020 1.7 -2.4 1.7
H 0.1343 1.6639 -1.9645 1.3 0.5 -0.9
H -1.5580 1.2494 -2.2173 -1.2 -0.5 -2.1
H -1.1251 1.8427 -0.8356 -0.2 1.4 1.5
H 0.9431 2.3108 3.4580 0.2 -0.1 0.0
H 2.1280 1.0399 3.7287 0.2 0.3 0.1
```
Positions in Å, forces in eV/Å.

Output
Kohn-Sham gap in eV: 9.389
Structure (SMILES): CC(C)(C)c1co[n+](N)n1
Largest force on an atom in Eh/bohr: 0.091
Charge: +1
Energy relative to the best compared isomer or geometry (same formula, charge and spin) in eV: 6.5010

Results of the Mulliken charge analysis, in e, for atoms 1 through 2:
1. C -0.29
2. C -0.12

Formula: C20H30F4IN6SZn
Source: OMol25
Level of theory: ωB97M-V with the def2-TZVPD basis set

Structure (XYZ):
```
63
Properties=species:S:1:pos:R:3:forces:R:3
Zn 0.2251 -0.5465 -1.5202 -0.2 -0.3 0.3
C -2.7384 -2.5432 -1.4807 0.0 0.1 0.0
C -2.7779 -1.1373 -2.0619 0.0 -0.1 0.1
N -1.9113 -0.1821 -1.3413 0.2 0.0 -0.3
C -2.2569 -0.0777 0.0944 -0.1 -0.1 0.0
C -3.6884 0.3452 0.4029 0.0 0.0 0.0
C -1.9341 1.1384 -2.0311 0.0 0.0 0.1
C -0.8889 2.0889 -1.4629 0.2 -0.2 0.1
N 0.3710 1.3635 -1.4207 0.4 0.3 -0.1
C 1.5525 1.9603 -1.0799 -0.4 0.0 -0.2
C 2.7602 1.2921 -1.3594 -0.1 -0.1 0.0
F 2.6900 0.1069 -2.0187 0.0 -0.1 -0.1
C 3.9982 1.7780 -1.0205 0.1 0.0 0.1
F 5.0768 1.0510 -1.3248 0.0 0.0 0.0
C 4.1369 2.9949 -0.3833 0.2 0.1 0.1
C 2.9760 3.6787 -0.0969 0.1 0.1 -0.2
F 3.0411 4.8507 0.5449 0.0 0.0 0.0
C 1.7247 3.1862 -0.4174 0.0 0.0 -0.2
F 0.6476 3.9015 -0.0307 -0.1 0.0 0.0
H -3.2339 -3.2357 -2.1632 0.0 0.0 0.0
H -3.2555 -2.6052 -0.5225 0.0 0.0 0.0
H -1.7080 -2.8819 -1.3380 -0.1 0.0 0.0
H -3.8094 -0.7702 -2.0861 0.0 0.0 0.0
H -2.4313 -1.1536 -3.0951 0.0 0.0 0.0
H -1.5557 0.6233 0.5468 0.1 0.0 0.0
H -2.0586 -1.0507 0.5460 0.0 0.0 0.0
H -3.9494 1.3003 -0.0554 0.0 -0.1 0.0
H -3.7897 0.4690 1.4832 0.0 0.0 0.0
H -4.4164 -0.4047 0.0887 0.0 0.1 0.0
H -2.9252 1.5958 -1.9852 -0.1 0.0 0.0
H -1.7007 0.9462 -3.0805 0.0 0.0 0.0
H -1.2075 2.4436 -0.4789 0.0 0.1 0.0
H -0.8358 2.9682 -2.1100 0.0 0.0 0.0
H 5.1077 3.3953 -0.1251 -0.1 0.0 0.0
I 0.0495 -5.3544 -5.4374 0.0 0.0 0.0
C 0.6582 -3.9219 -4.0926 -0.1 0.0 -0.1
C 1.8067 -3.9171 -3.3329 0.1 0.0 0.0
N 1.7728 -2.8042 -2.5859 0.0 0.0 0.0
N 0.6634 -2.0781 -2.8151 0.1 0.0 0.0
C -0.0202 -2.7533 -3.7353 0.0 0.1 -0.1
H 2.6287 -4.6159 -3.2926 -0.1 0.1 0.0
H 2.4661 -2.4752 -1.9309 0.0 0.1 0.0
H -0.9562 -2.3804 -4.1223 0.1 0.0 0.1
C 2.1312 2.4963 2.8871 0.0 0.1 0.0
C 0.9936 1.5005 3.0201 0.1 0.0 -0.2
N 1.0503 0.5687 1.8821 -0.1 -0.1 0.1
C 0.6352 -0.6862 1.7520 0.1 0.4 0.0
S 1.2587 -1.5875 0.3990 -0.3 -0.4 0.1
N -0.1982 -1.2959 2.5903 0.1 0.1 0.1
C -1.0033 -0.7848 3.7133 0.2 -0.2 0.0
C -0.5464 -1.3538 5.0478 0.0 0.0 0.0
H 2.1054 3.2009 3.7180 0.0 0.0 0.0
H 2.0422 3.0676 1.9589 0.0 -0.2 0.4
H 3.0968 1.9880 2.8980 0.0 0.0 0.0
H 0.0399 2.0285 3.0294 -0.1 0.0 0.0
H 1.0901 0.9402 3.9466 0.0 -0.1 0.1
H 1.6133 0.8808 1.1021 0.1 0.0 0.0
H -0.3013 -2.2774 2.3882 -0.1 -0.1 0.0
H -2.0363 -1.0709 3.5176 -0.1 0.0 0.0
H -0.9686 0.2942 3.7178 0.0 0.1 -0.1
H -0.5648 -2.4454 5.0296 0.0 0.1 0.0
H -1.2118 -1.0192 5.8454 0.0 0.0 -0.1
H 0.4702 -1.0332 5.2850 -0.1 0.0 0.0
```
Positions in Å, forces in eV/Å.

Output
Kohn-Sham gap in eV: 8.232
Largest force on an atom in Eh/bohr: 0.011
Charge: +1

Results of the Mulliken charge analysis, in e, for atoms 1 through 2:
1. Zn 0.16
2. C -1.15

Formula: C23H19Cl5IN3Pd
Source: OMol25
Level of theory: ωB97M-V with the def2-TZVPD basis set

Structure (XYZ):
```
52
Properties=species:S:1:pos:R:3:forces:R:3
Pd -0.8408 0.7913 -0.6980 -0.5 0.1 -0.1
I 1.9714 0.3018 -0.7644 0.1 -0.1 0.1
C 2.2588 2.3750 -0.5235 0.0 0.1 0.0
C 3.5404 2.8049 -0.3039 0.0 -0.1 0.0
C 3.8078 4.1801 -0.1461 0.0 0.0 0.0
C 2.7874 5.0812 -0.2298 0.0 0.0 0.0
C 1.4542 4.6536 -0.4614 0.0 0.0 0.0
C 0.4111 5.6033 -0.5472 0.0 0.0 0.0
C -0.8716 5.1711 -0.7562 0.0 0.0 0.0
C -1.1619 3.7979 -0.8689 0.0 0.0 0.0
C -0.2039 2.7859 -0.7923 0.0 -0.1 0.1
C 1.1454 3.2618 -0.5997 0.0 0.0 0.0
H 4.3470 2.0848 -0.2551 0.0 0.0 0.0
H 4.8250 4.5111 0.0376 0.0 0.0 0.0
H 2.9774 6.1452 -0.1164 0.0 0.0 0.0
H 0.6477 6.6582 -0.4410 0.0 0.0 0.0
H -1.6784 5.8979 -0.8254 0.0 0.0 0.0
H -2.1992 3.5124 -1.0082 0.0 0.0 0.0
Cl -3.7727 0.9954 1.0117 0.0 -0.1 -0.1
C -3.4973 -0.5501 0.2104 -0.1 0.0 0.1
C -2.3131 -0.7374 -0.5111 0.2 0.1 0.0
C -2.2367 -2.0037 -1.0996 0.1 0.0 -0.1
Cl -0.8043 -2.4000 -2.0455 0.0 0.0 0.0
C -3.2133 -2.9901 -1.0086 0.0 0.0 0.0
Cl -3.0409 -4.5384 -1.7920 0.0 0.0 0.0
C -4.3676 -2.7388 -0.2730 0.0 0.0 0.0
Cl -5.6093 -3.9454 -0.1315 0.0 0.0 0.0
C -4.5056 -1.4983 0.3467 0.0 -0.1 0.0
Cl -5.9539 -1.1869 1.2677 0.0 0.0 0.0
C -1.2543 3.4234 4.2740 0.0 0.0 0.0
C -1.7396 2.9090 2.9325 0.0 0.1 0.0
N -0.8586 1.8683 2.4713 0.1 0.0 0.0
C -0.3609 0.8889 3.2886 -0.1 0.1 -0.1
N -0.0150 -0.2345 2.7933 0.0 -0.1 0.0
C 0.6620 -1.2241 3.5914 0.0 0.0 0.0
C 1.1925 -0.6955 4.9199 0.0 0.0 0.0
C 0.1139 0.1671 5.5450 0.0 0.0 0.0
N -0.1950 1.2598 4.6486 0.0 0.0 0.0
C -1.1025 2.2400 5.2089 0.0 0.0 0.0
H -1.9634 4.1424 4.6932 0.0 0.0 0.0
H -0.2862 3.9147 4.1508 0.0 0.0 0.0
H -1.7366 3.7027 2.1827 0.0 0.0 0.0
H -2.7794 2.5583 3.0287 0.0 0.0 0.0
H -0.9485 1.6101 1.4745 0.1 -0.2 0.1
H 1.4836 -1.6370 2.9966 0.0 0.0 0.0
H -0.0253 -2.0605 3.7809 0.0 0.0 0.0
H 2.0765 -0.0755 4.7481 0.0 0.0 0.0
H 1.4728 -1.5138 5.5903 0.0 0.0 0.0
H 0.4443 0.5976 6.4962 0.0 0.0 0.0
H -0.7802 -0.4462 5.7558 0.0 0.0 0.0
H -0.6967 2.5538 6.1767 0.0 0.0 0.0
H -2.0966 1.7986 5.4046 0.0 0.0 0.0
```
Positions in Å, forces in eV/Å.

Output
Kohn-Sham gap in eV: 3.677
Largest force on an atom in Eh/bohr: 0.011
Charge: -2
Energy relative to the best compared isomer or geometry (same formula, charge and spin) in eV: 0.3511

Results of the Mulliken charge analysis, in e, for atoms 1 through 2:
1. Pd -1.40
2. I 0.01

Formula: C10H14N3S
Source: OMol25
Level of theory: ωB97M-V with the def2-TZVPD basis set

Structure (XYZ):
```
28
Properties=species:S:1:pos:R:3:forces:R:3
C -2.8294 -0.6360 1.2359 -1.1 -0.6 1.8
C -1.4832 -0.4550 1.2645 -0.7 -1.7 0.9
C -2.2201 0.3048 -0.5981 1.3 -2.3 1.9
C 1.4381 -0.6428 -0.9919 1.9 1.1 1.6
C 1.9374 0.2870 -0.1390 2.8 -0.2 -1.4
C 1.4857 2.3563 0.9769 0.6 -0.8 -0.9
C -0.1356 -2.8426 -1.4284 -2.6 -0.7 -0.5
C 0.4932 3.3627 1.4097 0.6 2.6 0.3
C 2.1772 -1.8590 -1.4091 -2.0 -1.7 4.2
C 1.1279 -2.9772 -1.6452 2.9 -1.6 0.0
N 1.1278 1.2489 0.4274 -0.4 1.1 1.2
N -3.2645 -0.2380 0.0287 -1.6 0.9 -0.1
N -1.0730 0.0383 0.0608 -2.3 1.4 -0.1
S -1.7272 -2.8460 -1.4008 1.6 0.0 0.1
H -3.5509 -0.8818 2.0212 0.6 -0.3 -0.4
H -0.9119 -0.9229 2.0798 0.4 0.8 -0.7
H -2.3962 0.6336 -1.5315 0.3 1.4 -3.1
H 0.4356 -0.5702 -1.2972 -1.0 0.1 -0.1
H 3.0639 0.5581 -0.0091 -1.9 -1.3 0.0
H 2.5761 2.4790 0.9544 -0.4 0.6 0.2
H -0.3942 2.8983 1.8086 -0.3 -0.2 0.2
H 0.1361 3.9362 0.4426 0.9 -0.8 1.9
H 0.9321 4.1238 2.2293 -1.0 -1.7 -2.2
H 2.7309 -1.7318 -2.2225 2.4 0.6 -3.7
H 2.8807 -2.1743 -0.5646 -0.9 0.3 -1.1
H 0.1408 0.8816 0.4821 -0.4 0.5 -0.9
H 1.5555 -4.0602 -1.8776 -1.2 2.4 0.4
H -4.2528 -0.2708 -0.3069 1.5 0.2 0.5
```
Positions in Å, forces in eV/Å.

Output
Kohn-Sham gap in eV: 7.305
Largest force on an atom in Eh/bohr: 0.096
Charge: +1
Energy relative to the best compared isomer or geometry (same formula, charge and spin) in eV: 2.7373

Results of the Mulliken charge analysis, in e, for atoms 1 through 2:
1. C -0.44
2. C -0.40

Formula: C6H9NO
Source: OMol25
Level of theory: ωB97M-V with the def2-TZVPD basis set

Structure (XYZ):
```
17
Properties=species:S:1:pos:R:3:forces:R:3
C -0.0268 -0.1076 -1.2326 -0.4 0.4 0.3
C 1.1634 0.6527 -0.7396 2.4 -1.4 -0.1
C 0.8234 1.3723 0.3838 5.9 -2.8 0.7
C -0.4781 0.9314 0.7220 -1.2 2.4 2.9
C -0.9863 1.5592 1.7542 -4.4 -2.4 6.4
C -0.9572 -0.2330 0.0079 1.1 -4.9 1.3
H -0.6184 -1.9711 -1.8359 3.8 2.3 -0.1
H 1.2230 -1.8731 -1.3306 -2.5 1.6 -0.8
H -0.6370 0.3397 -1.9708 -0.7 1.3 -0.9
H 2.1652 0.0448 -1.2063 -2.3 2.9 1.6
H 1.7373 1.4460 1.5108 -2.9 0.5 -4.1
H -0.6354 2.1411 2.6131 1.2 1.0 -1.7
H -1.8549 1.0340 2.5798 1.4 0.9 -3.5
H -2.0111 -0.4944 -0.0615 -0.3 1.1 -0.8
H 1.3721 -2.0009 0.0336 -2.7 0.7 0.3
N 0.3488 -1.2575 -1.8694 -0.5 -6.3 -0.5
O -0.6283 -1.5837 0.6417 1.8 2.6 -1.0
```
Positions in Å, forces in eV/Å.

Output
Kohn-Sham gap in eV: 6.580
Largest force on an atom in Eh/bohr: 0.157
Charge: 0
Energy relative to the best compared isomer or geometry (same formula, charge and spin) in eV: 12.7475

Results of the Mulliken charge analysis, in e, for atoms 1 through 2:
1. C -0.50
2. C -0.48

Formula: H30O15
Source: OMol25
Level of theory: ωB97M-V with the def2-TZVPD basis set

Structure (XYZ):
```
45
Properties=species:S:1:pos:R:3:forces:R:3
H -0.2924 -0.6220 -0.7986 -0.3 -0.1 0.2
H -0.1551 -0.7690 0.7079 -0.1 0.0 -0.1
H -3.4843 -3.5681 0.2401 -0.1 -0.3 -0.3
H -4.2438 -2.4379 -0.4351 0.1 -0.4 0.3
H 1.2087 -0.1774 -1.7650 1.1 0.2 -0.1
H 2.5789 0.4195 -2.0411 -0.6 -0.8 -0.4
H -3.3767 -1.5669 -2.6717 0.1 0.0 0.0
H -2.5673 -2.5695 -3.4777 0.1 0.0 0.1
H -2.0881 1.5067 3.0398 0.1 -0.1 -0.1
H -2.8964 2.7867 3.1762 -0.1 0.0 0.0
H -1.8407 -2.2625 4.4693 0.0 -0.1 -0.1
H -0.7013 -3.1104 5.0104 0.0 0.0 -0.1
H -3.8608 -1.2891 2.0710 -0.1 0.1 0.0
H -4.0897 -0.4072 0.8544 0.2 0.7 0.3
H 4.2086 -2.5959 0.2109 -0.2 0.2 -0.2
H 5.3748 -1.6388 0.3954 -0.1 0.0 0.0
H 1.0802 3.7882 -1.2825 -0.2 0.2 0.1
H 1.2186 3.7007 0.2285 0.1 0.2 0.1
H 0.9330 0.6473 -4.9714 0.3 0.0 -0.3
H 0.5413 1.3991 -3.7098 0.6 0.1 0.0
H 3.5243 1.8693 -1.4655 0.3 -0.2 0.2
H 4.1034 3.2207 -1.8507 0.1 -0.1 -0.1
H 1.8930 -2.8938 0.6561 -0.1 0.2 0.0
H 0.7316 -3.1612 -0.2872 0.1 0.0 0.0
H -2.1405 2.3848 1.0354 -0.1 -0.1 0.1
H -0.6495 2.5967 0.8304 0.0 -0.3 -0.2
H 0.5011 1.9265 -1.5520 0.3 -0.5 0.1
H 1.8961 2.4199 -1.8990 0.0 -0.8 -0.9
H -0.2456 1.4505 4.8043 0.1 -0.1 0.1
H 1.1076 1.9180 4.2941 0.0 -0.1 -0.1
O 0.3215 -0.4644 -0.0725 -1.1 0.3 0.8
O -4.2258 -2.9664 0.3708 -1.3 -6.0 -2.7
O 2.1485 -0.3304 -1.6152 1.5 -1.2 -0.3
O -2.6364 -2.1798 -2.5989 -0.1 0.1 0.0
O -2.8588 1.9608 2.6807 -0.1 0.1 0.4
O -1.1957 -2.9275 4.2035 -0.1 0.1 0.2
O -3.7958 -1.2891 1.1093 1.2 5.9 2.3
O 4.4135 -1.6844 0.4481 0.3 -0.1 0.2
O 1.2803 3.1680 -0.5724 0.0 2.8 3.0
O 1.2995 1.1968 -4.2695 -0.6 -0.8 -2.3
O 3.6520 2.4539 -2.2211 0.6 0.4 0.2
O 1.6292 -2.8105 -0.2672 0.2 -0.9 0.1
O -1.4739 2.4777 0.3455 0.2 0.3 -0.2
O 1.2351 1.7672 -2.1559 -2.2 0.7 -0.4
O 0.4232 1.2576 4.1377 -0.3 0.2 0.0
```
Positions in Å, forces in eV/Å.

Output
Kohn-Sham gap in eV: 8.062
Largest force on an atom in Eh/bohr: 0.130
Charge: 0
Energy relative to the best compared isomer or geometry (same formula, charge and spin) in eV: 8.2637

Results of the Mulliken charge analysis, in e, for atoms 1 through 2:
1. H 0.27
2. H 0.27